(1)
Formula: C19H47Br6N5O12
Source: the OMol25 dataset
Level of theory: ωB97M-V/def2-TZVPD

Maximum force   0.0408 hartree/bohr
Structure (SMILES)   C[N+](=O)[O-].C[N+](=O)[O-].C[N+](=O)[O-].C[N+](=O)[O-].C[N+](=O)[O-].BrCCBr.BrCCBr.BrCCBr.CCOCC.CCOCC
Spin multiplicity   1
HOMO-LUMO gap   0.3479 Ha
Charge   0

Last column: Löwdin charge in e.
Atoms and positions in Å:
C: 10.829 -8.857 2.132  0.04
N: 11.922 -8.415 1.226  -0.44
O: 12.466 -7.361 1.500  0.03
O: 12.174 -9.123 0.279  0.08
H: 10.916 -9.922 2.324  0.10
H: 9.872 -8.687 1.641  0.09
H: 10.831 -8.285 3.053  0.09
C: 18.906 0.326 1.130  0.05
N: 17.654 -0.158 0.454  -0.43
O: 16.646 0.486 0.642  0.06
O: 17.750 -1.144 -0.241  0.06
H: 19.040 -0.131 2.104  0.08
H: 18.815 1.399 1.271  0.10
H: 19.699 0.115 0.418  0.08
C: 13.971 -4.813 5.147  0.05
N: 14.071 -3.441 5.719  -0.45
O: 13.221 -2.642 5.383  0.04
O: 14.962 -3.203 6.498  0.07
H: 13.493 -5.374 5.956  0.11
H: 14.957 -5.179 4.900  0.10
H: 13.162 -4.762 4.425  0.05
C: 19.255 -3.250 3.995  0.06
N: 18.662 -4.639 3.857  -0.44
O: 18.836 -5.374 4.797  0.08
O: 18.008 -4.867 2.869  0.05
H: 19.473 -2.896 2.992  0.08
H: 20.165 -3.394 4.565  0.09
H: 18.508 -2.633 4.481  0.09
C: 14.656 -0.262 3.510  0.09
N: 16.077 -0.737 3.319  -0.42
O: 16.982 0.038 3.576  0.04
O: 16.267 -1.835 2.846  0.04
H: 14.736 0.663 4.066  0.10
H: 14.100 -1.031 4.033  0.07
H: 14.373 -0.121 2.468  0.11
Br: 15.278 -3.959 -1.410  0.65
C: 15.943 -4.120 0.416  -0.72
C: 15.074 -4.977 1.311  -0.62
Br: 13.320 -4.080 1.441  0.70
H: 15.992 -3.115 0.822  0.02
H: 16.938 -4.546 0.315  0.00
H: 15.438 -5.019 2.329  0.04
H: 14.827 -5.925 0.847  0.02
Br: 17.269 -7.409 -0.296  0.71
C: 16.489 -9.096 -0.987  -0.64
C: 17.512 -10.178 -0.873  -0.71
Br: 16.693 -11.927 -1.233  0.60
H: 16.220 -8.871 -2.014  0.06
H: 15.600 -9.338 -0.412  0.05
H: 17.945 -10.217 0.125  0.05
H: 18.363 -10.141 -1.547  0.05
Br: 11.832 -0.142 -2.825  0.55
C: 12.182 -1.649 -1.555  -0.68
C: 11.054 -2.646 -1.601  -0.67
Br: 9.505 -1.816 -0.748  0.64
H: 12.271 -1.169 -0.582  0.04
H: 13.202 -1.955 -1.777  0.00
H: 11.254 -3.537 -1.014  0.02
H: 10.797 -2.901 -2.625  0.05
C: 9.012 -5.756 0.819  -0.07
C: 9.908 -4.764 1.567  -0.34
O: 9.238 -3.842 2.385  -0.16
C: 8.681 -4.435 3.545  -0.27
C: 9.627 -4.353 4.753  -0.05
H: 9.624 -6.077 -0.034  0.08
H: 8.612 -6.642 1.305  0.05
H: 8.194 -5.217 0.331  0.08
H: 10.622 -5.391 2.118  0.08
H: 10.502 -4.270 0.807  0.03
H: 7.775 -3.840 3.697  0.12
H: 8.282 -5.449 3.412  0.11
H: 9.475 -3.369 5.187  0.08
H: 10.651 -4.463 4.400  0.06
H: 9.357 -5.168 5.423  0.07
C: 20.333 -5.390 0.010  -0.08
C: 19.999 -3.953 -0.298  -0.29
O: 20.903 -3.487 -1.295  -0.16
C: 20.919 -2.077 -1.399  -0.30
C: 21.958 -1.618 -2.429  -0.06
H: 20.441 -5.885 -0.952  0.08
H: 21.202 -5.340 0.667  0.08
H: 19.533 -5.851 0.591  0.01
H: 18.982 -3.814 -0.682  0.11
H: 20.126 -3.304 0.580  0.10
H: 19.934 -1.646 -1.625  0.10
H: 21.156 -1.739 -0.375  0.11
H: 21.627 -1.851 -3.434  0.07
H: 22.827 -2.223 -2.154  0.08
H: 22.224 -0.588 -2.211  0.07

Cartesian forces, eV/Å:
-0.62 -0.20 0.31
-0.25 0.22 0.43
0.08 -0.20 -0.16
0.12 0.00 -0.10
0.23 0.02 -0.11
0.16 0.06 -0.28
0.33 0.08 -0.09
0.12 0.54 -0.64
0.50 0.19 0.51
-0.35 -0.08 -0.05
-0.16 -0.10 0.04
-0.20 -0.38 -0.12
-0.18 -0.03 -0.01
0.17 -0.19 0.28
-1.39 0.17 1.00
-0.02 0.03 -0.25
-0.23 0.17 -0.09
0.44 -0.06 0.16
0.60 -0.23 0.13
-0.06 -0.08 -0.26
0.70 -0.03 -0.75
0.21 -0.78 -0.55
0.25 1.45 0.57
-0.08 -0.57 0.03
-0.28 -0.42 -0.46
-0.15 0.07 0.03
-0.07 0.26 0.22
0.03 0.02 0.09
1.14 -0.10 -0.37
0.29 0.47 0.27
-0.30 -0.06 0.22
-0.24 -0.44 0.02
-0.19 0.06 -0.07
-0.10 -0.08 -0.16
-0.56 0.10 0.20
0.08 -0.15 0.16
0.10 -0.02 0.29
-0.83 0.68 -1.00
0.06 0.01 0.30
0.20 0.05 -0.16
0.02 0.04 0.10
0.25 -0.21 -0.07
0.22 -0.22 0.35
-0.25 -0.59 -0.14
0.10 0.51 -0.24
0.68 -0.65 0.34
0.02 0.27 0.09
-0.06 -0.08 0.01
0.02 0.23 0.11
-0.31 -0.15 0.07
-0.25 0.39 -0.27
0.18 -0.58 0.45
0.43 1.14 0.01
0.16 0.40 0.04
-0.14 -0.26 -0.15
-0.31 0.00 0.02
-0.36 -0.61 -0.40
0.25 -0.02 -0.06
-0.14 -0.07 0.06
-0.02 0.73 -1.32
-0.03 -1.57 0.14
0.14 -0.41 -0.25
-0.59 0.59 0.16
-0.79 -0.10 -0.92
-0.04 -0.38 0.13
0.11 0.16 0.44
-0.13 -0.05 0.24
0.14 0.34 0.35
-0.15 0.62 0.17
0.11 -0.01 0.42
0.48 -0.09 -0.45
0.37 -0.10 0.40
0.09 -0.01 0.15
0.21 0.23 0.39
-0.38 0.81 0.39
-0.11 0.67 -0.51
-0.01 -0.12 -0.40
-0.13 0.31 0.36
-0.04 -1.15 1.76
0.41 -0.39 0.29
0.36 -0.66 -0.48
-0.05 -0.04 -0.10
-0.11 -0.06 0.15
-0.21 -0.10 0.15
-0.12 -0.35 -0.08
0.25 0.46 -0.24
0.12 0.32 -0.18
0.21 0.11 -0.54
-0.17 0.23 -0.54

=====

(2)
Formula: C19H48BrN3O10P
Source: the OMol25 dataset
Level of theory: ωB97M-V/def2-TZVPD

Maximum force   0.0101 hartree/bohr
Spin multiplicity   1
HOMO-LUMO gap   0.2013 Ha
Charge   -1

Last column: Löwdin charge in e.
Atoms and positions in Å:
O: 1.385 0.546 5.430  -0.34
P: 1.281 0.273 3.987  0.30
O: 2.446 1.014 3.122  -0.20
O: 1.592 -1.290 3.708  -0.18
C: -0.133 0.752 3.012  -0.85
O: -0.280 -0.226 1.928  -0.27
Br: -1.754 0.552 4.106  0.50
H: 1.959 1.658 2.585  0.04
H: 1.172 -1.553 2.875  0.06
H: 0.225 0.154 1.202  0.04
C: 0.534 1.362 -1.704  -0.11
O: -0.490 1.799 -0.839  -0.20
C: -1.064 3.049 -1.195  -0.20
C: -2.529 2.851 -1.515  -0.21
N: -2.684 2.055 -2.727  -0.05
C: -4.050 1.616 -2.985  -0.21
C: -4.693 0.680 -1.965  -0.24
O: -4.073 -0.586 -1.880  -0.18
C: -3.022 -0.693 -0.928  -0.09
H: 0.948 0.448 -1.278  0.09
H: 0.161 1.141 -2.713  0.08
H: 1.331 2.107 -1.790  0.08
H: -0.532 3.485 -2.042  0.09
H: -0.975 3.723 -0.339  0.13
H: -3.008 3.825 -1.661  0.12
H: -2.992 2.381 -0.638  0.11
H: -2.096 1.235 -2.639  0.08
H: -4.058 1.109 -3.954  0.11
H: -4.686 2.503 -3.083  0.11
H: -5.722 0.498 -2.290  0.12
H: -4.746 1.137 -0.970  0.11
H: -3.191 -0.051 -0.060  0.09
H: -2.049 -0.442 -1.358  0.07
H: -2.990 -1.728 -0.591  0.09
C: -0.715 -2.991 5.337  -0.12
O: 0.371 -3.838 4.994  -0.21
C: 1.519 -3.651 5.808  -0.22
C: 1.814 -4.923 6.575  -0.22
N: 0.778 -5.192 7.565  -0.05
C: 0.862 -6.498 8.196  -0.21
C: 0.658 -7.727 7.315  -0.24
O: -0.652 -7.847 6.790  -0.19
C: -0.877 -7.187 5.557  -0.10
H: -1.487 -3.133 4.582  0.09
H: -1.126 -3.246 6.323  0.08
H: -0.420 -1.941 5.337  0.04
H: 1.377 -2.804 6.484  0.13
H: 2.365 -3.413 5.159  0.11
H: 2.776 -4.825 7.089  0.12
H: 1.913 -5.732 5.836  0.10
H: -0.126 -5.089 7.122  0.08
H: 0.113 -6.536 8.992  0.11
H: 1.843 -6.587 8.677  0.11
H: 0.818 -8.615 7.935  0.12
H: 1.390 -7.767 6.499  0.11
H: 0.026 -7.176 4.939  0.09
H: -1.212 -6.156 5.689  0.07
H: -1.657 -7.737 5.030  0.08
C: 3.500 2.131 -7.325  -0.12
O: 3.313 3.531 -7.338  -0.20
C: 2.215 3.968 -8.130  -0.22
C: 1.155 4.612 -7.263  -0.22
N: 0.517 3.624 -6.409  -0.05
C: -0.412 4.170 -5.426  -0.20
C: 0.161 5.079 -4.345  -0.22
O: 1.041 4.415 -3.457  -0.21
C: 2.404 4.391 -3.827  -0.10
H: 4.402 1.933 -6.749  0.09
H: 2.659 1.607 -6.858  0.08
H: 3.635 1.737 -8.338  0.09
H: 1.788 3.129 -8.687  0.12
H: 2.589 4.703 -8.849  0.12
H: 0.395 5.062 -7.911  0.12
H: 1.634 5.427 -6.701  0.11
H: 1.235 3.097 -5.926  0.08
H: -0.904 3.333 -4.925  0.11
H: -1.193 4.722 -5.958  0.12
H: -0.679 5.427 -3.737  0.12
H: 0.651 5.971 -4.757  0.11
H: 2.686 5.293 -4.379  0.09
H: 2.654 3.517 -4.437  0.07
H: 2.991 4.342 -2.910  0.09

Cartesian forces, eV/Å:
-0.01 0.07 -0.04
-0.24 -0.08 0.10
0.06 -0.10 -0.17
0.24 -0.09 -0.03
0.05 -0.01 -0.02
0.48 -0.15 0.12
-0.12 0.03 -0.05
0.02 0.07 0.11
-0.16 0.09 0.02
-0.42 0.23 -0.10
0.05 0.04 0.04
0.11 -0.15 -0.11
-0.11 0.08 0.11
-0.01 -0.09 0.03
-0.01 0.00 0.03
0.03 -0.03 -0.05
-0.09 -0.01 0.02
0.06 0.04 -0.03
-0.02 -0.07 0.01
-0.01 -0.01 0.00
0.00 0.04 -0.01
0.01 0.00 -0.01
-0.01 -0.01 0.00
0.06 -0.02 0.01
0.00 0.00 -0.03
-0.01 0.07 0.03
0.01 -0.01 -0.01
-0.02 0.00 0.00
0.01 0.01 0.01
0.00 -0.01 0.01
0.04 0.03 -0.01
0.01 0.00 0.01
0.00 0.05 0.03
-0.01 0.01 0.00
0.04 0.03 -0.08
-0.12 -0.12 0.15
0.11 0.04 -0.09
-0.08 -0.01 0.00
0.02 -0.10 -0.08
-0.06 0.07 0.02
0.06 -0.06 0.05
0.00 0.02 -0.03
-0.05 -0.04 0.02
0.00 0.01 -0.01
0.00 0.03 0.01
0.00 0.00 0.01
0.00 -0.02 0.03
-0.03 0.04 -0.01
-0.01 0.01 0.01
0.07 0.00 0.00
-0.01 0.06 0.03
0.01 -0.01 0.00
0.01 0.00 -0.01
-0.01 0.00 -0.01
-0.01 0.04 -0.01
0.00 0.01 -0.01
0.05 0.02 -0.02
0.00 -0.01 0.01
0.03 0.02 -0.01
-0.04 -0.05 0.05
0.00 0.05 -0.07
0.01 -0.05 0.09
0.09 0.06 0.02
-0.04 -0.10 -0.02
-0.11 0.03 0.02
0.09 0.01 -0.04
-0.02 -0.01 0.06
0.00 0.01 0.01
-0.01 0.00 -0.03
0.00 -0.01 0.00
-0.03 0.00 0.02
0.02 -0.01 0.00
-0.01 0.01 0.01
0.00 0.04 -0.05
-0.02 -0.03 0.01
-0.02 0.02 0.01
0.01 0.01 -0.01
0.03 0.01 0.03
0.03 -0.04 -0.05
0.01 0.00 -0.01
0.01 0.04 -0.05
-0.01 0.01 0.00

=====

E_LUMO in eV, matching the order above: -0.09, 2.11